Entry 1:
{"formula": "C15H12BIN2O3", "method": "ωB97M-V/def2-TZVPD", "species": ["C", "C", "B", "O", "N", "C", "O", "C", "C", "C", "C", "I", "C", "C", "C", "C", "N", "C", "C", "C", "C", "O", "H", "H", "H", "H", "H", "H", "H", "H", "H", "H", "H", "H"], "xyz": [[3.4210, -0.3755, 1.2691], [3.7445, 0.4642, -0.0617], [2.5598, 0.1710, -1.1006], [2.4428, -1.1761, -1.5682], [1.6129, 1.1812, -1.6426], [1.4439, 2.4003, -0.8643], [2.0436, 3.4321, -0.9443], [0.2639, 2.1832, 0.1248], [-0.1822, 2.9311, 1.2851], [-1.3398, 2.3799, 2.0080], [-2.0388, 1.1533, 1.5727], [-3.7498, 0.3681, 2.6253], [-1.5861, 0.4155, 0.3828], [-2.2171, -0.8770, -0.1528], [-3.3686, -0.9279, -1.0620], [-3.8018, -2.2480, -1.5016], [-3.2765, -3.4531, -1.1520], [-2.2040, -3.3696, -0.3205], [-1.6089, -2.1648, 0.2395], [-0.4417, 0.9674, -0.3196], [0.3144, 0.5186, -1.6078], [-0.2093, -0.2200, -2.3900], [2.9055, -1.3257, 0.9616], [4.3725, -0.6247, 1.8140], [2.7694, 0.2556, 1.9335], [4.7155, 0.0395, -0.4513], [3.9330, 1.5482, 0.1404], [1.8378, -1.6635, -0.9754], [0.3424, 3.8630, 1.5819], [-1.7103, 2.9140, 2.9093], [-3.8632, 0.0013, -1.4140], [-4.6835, -2.2725, -2.1943], [-1.7252, -4.3408, -0.0272], [-0.7163, -2.1486, 0.9019]], "atomic_forces_ev_per_a": [[0.2, 0.7, -0.4], [0.3, -0.3, 0.3], [1.6, -0.8, -0.8], [-0.7, 1.4, 1.2], [-0.6, -0.6, 1.0], [-1.2, 0.4, 1.5], [0.3, -0.8, -0.4], [-1.9, -1.6, 0.4], [-1.0, -2.1, -1.0], [0.5, -0.8, -1.4], [1.8, 0.7, -1.2], [1.1, 0.6, -0.5], [0.6, 1.3, -0.2], [-0.6, -1.9, -0.3], [1.8, -1.8, 1.2], [-0.1, 1.3, 0.2], [1.0, 2.3, 0.8], [1.0, 0.6, 0.9], [-2.2, 1.1, -1.9], [0.9, 2.1, 1.6], [-2.4, 0.0, 1.0], [1.2, 0.3, -0.2], [0.5, 0.8, 0.6], [-1.0, 0.2, -0.5], [0.5, -0.9, -0.5], [-1.1, 0.4, 0.0], [-0.2, -0.9, 0.0], [0.4, 0.0, -0.7], [-0.6, -0.8, -0.1], [0.3, -0.5, -0.8], [0.4, -0.9, 0.3], [0.9, -0.1, 0.7], [-0.6, 0.9, -0.4], [-0.9, -0.3, -0.6]], "total_charge": 0, "gap_ev": 8.69, "total_energy_ha": -1236.5863, "e_lumo_ev": -0.816, "smiles": "CCB(O)N1C(=O)c2ccc(I)c(-c3ccncc3)c2C1=O", "homo_energy_ev": -9.505}

=====

Entry 2:
{"formula": "C36H33F2N3O5", "method": "ωB97M-V/def2-TZVPD", "species": ["C", "C", "C", "C", "C", "C", "C", "C", "C", "N", "C", "C", "C", "C", "C", "O", "N", "C", "C", "C", "C", "C", "C", "C", "C", "C", "F", "C", "C", "C", "N", "C", "C", "C", "C", "F", "H", "H", "H", "H", "H", "H", "H", "H", "H", "H", "H", "H", "H", "H", "H", "H", "H", "H", "H", "H", "H", "H", "H", "H", "H", "H", "H", "H", "H", "H", "H", "C", "C", "C", "O", "C", "C", "C", "O", "O", "O", "H", "H"], "xyz": [[6.2285, -1.2869, -3.5844], [6.1290, 0.0190, -2.6350], [7.3814, 0.3499, -1.7740], [7.3959, 1.5780, -0.8258], [6.0978, 2.4499, -0.7381], [4.8464, 2.1029, -1.5974], [4.8393, 0.8845, -2.5901], [3.5579, 0.5407, -3.5257], [2.4304, -0.0955, -2.5458], [1.9861, 0.7621, -1.4945], [1.0171, 0.1531, -0.6275], [0.4505, 1.0096, 0.5552], [1.0005, 2.4980, 0.7189], [0.1904, 3.6327, -0.0827], [-1.0521, 3.1168, -0.9399], [-0.9857, 3.2806, -2.1987], [-2.2021, 2.5500, -0.2075], [-2.8315, 1.4036, -0.8848], [-2.1846, 0.4426, -1.9084], [-3.0255, -0.7409, -2.5224], [-4.5059, -1.0283, -2.1095], [-5.1508, -0.0851, -1.0499], [-4.3288, 1.0962, -0.4831], [-0.5876, 0.4848, 1.6038], [-1.1175, 1.3655, 2.8291], [-1.6346, 0.5153, 4.0831], [-2.8778, -0.1643, 3.8707], [-1.0623, -1.0201, 1.3941], [-0.5320, -1.8503, 0.1997], [0.5251, -1.2983, -0.8522], [0.9029, -2.2059, -1.9027], [1.8611, -1.5340, -2.7229], [2.4163, -2.3859, -3.9931], [1.7770, -1.6418, -5.3078], [0.8525, -2.6313, -6.1701], [-0.5371, -2.3386, -5.8838], [5.4820, -2.0976, -3.2362], [7.3071, -1.6896, -3.5259], [6.0451, -0.9790, -4.6783], [8.3194, -0.3134, -1.8185], [8.3113, 1.8491, -0.1987], [6.1208, 3.3392, -0.0034], [3.9280, 2.7753, -1.4862], [3.8465, -0.1485, -4.3842], [3.1732, 1.5722, -3.8851], [2.1121, 2.4889, 0.3977], [1.0190, 2.8098, 1.8325], [0.9584, 4.2395, -0.6943], [-0.2390, 4.3729, 0.7011], [-2.9293, 3.2994, -0.2196], [-1.1109, 0.6039, -2.2460], [-2.5885, -1.4595, -3.3134], [-5.1423, -1.8821, -2.5118], [-6.2238, -0.2247, -0.6529], [-4.8260, 1.7814, 0.3027], [-1.9845, 2.0150, 2.4262], [-0.3394, 2.1126, 3.2345], [-1.7605, 1.2550, 4.9654], [-0.8357, -0.2346, 4.4307], [-1.7992, -1.4977, 2.1222], [-0.9537, -2.9201, 0.1046], [2.0635, -3.4801, -3.9546], [3.5512, -2.2697, -3.9899], [1.1308, -0.7423, -4.9762], [2.6322, -1.1738, -5.9349], [1.0094, -2.4081, -7.2862], [1.1073, -3.7117, -5.8839], [-6.3709, -1.1761, 8.4676], [-6.8845, -1.3943, 7.2246], [-5.8204, -1.7187, 6.1699], [-6.0774, -2.0197, 4.9999], [-4.4041, -1.6631, 6.5705], [-3.8898, -1.4315, 7.8102], [-4.9592, -1.2128, 8.8872], [-4.7086, -1.0604, 10.0873], [-2.6706, -1.3839, 8.1526], [-8.0982, -1.3631, 6.8666], [-7.0507, -0.9492, 9.2833], [-3.7204, -1.8376, 5.7459]], "atomic_forces_ev_per_a": [[0.2, 0.9, 0.6], [0.1, 1.6, 1.4], [-2.5, 2.4, 0.6], [-3.5, -0.9, -2.3], [0.5, -2.9, -2.0], [2.9, -1.6, -0.1], [3.1, 0.7, 1.9], [0.1, 0.7, 2.1], [-1.9, -0.2, 1.8], [-1.0, -4.5, -1.5], [-0.5, -0.4, 0.3], [-1.6, -1.5, 1.5], [0.5, -0.7, 0.5], [-0.3, 0.5, 0.8], [1.9, 1.3, -3.5], [-0.8, -1.0, 4.8], [-0.1, -0.2, -2.1], [-2.9, -3.7, -1.6], [-3.4, -0.4, 0.8], [-2.0, 1.4, 2.1], [2.0, 3.4, 2.0], [3.6, 1.0, -0.9], [1.2, -1.7, -1.7], [2.2, -1.8, -3.2], [-0.7, -0.4, -0.6], [0.4, 0.5, 0.8], [2.1, 1.2, -0.2], [2.5, 0.6, -3.1], [0.0, 2.9, 1.7], [-1.9, -0.3, 2.2], [2.8, 5.9, 0.1], [-0.1, -0.8, 0.5], [-1.1, 1.8, 0.5], [0.2, 0.0, 0.1], [0.5, 1.2, 0.1], [1.9, -0.7, -0.3], [1.3, 1.3, -0.7], [-1.8, 0.5, 0.0], [0.1, -0.6, 1.6], [-1.7, 1.1, -0.1], [-1.5, -0.5, -1.1], [-0.3, -1.6, -1.5], [1.4, -1.3, -0.3], [-0.4, 1.1, 1.3], [0.5, -1.9, 0.3], [-1.9, 0.1, 0.3], [-0.1, -0.8, -1.8], [-1.7, -1.1, 0.5], [0.6, -1.2, -1.2], [0.7, -0.6, 0.3], [-1.7, -0.3, 0.5], [-0.5, 1.5, 1.5], [1.3, 1.3, 0.5], [2.0, 0.2, -0.8], [0.9, -1.3, -1.4], [1.3, -1.1, 0.6], [-0.9, -1.4, -0.7], [-0.1, -1.3, -1.5], [-1.4, 0.8, -0.7], [1.1, 0.8, -1.2], [1.0, 2.0, -0.1], [0.7, 1.8, 0.2], [-1.6, -0.5, -0.1], [0.9, -1.6, -0.5], [-1.4, -1.0, 0.7], [-0.4, -0.6, 1.6], [-0.8, 1.5, -0.6], [1.2, 0.3, 1.6], [-0.8, -0.2, -1.4], [2.2, -0.1, -0.1], [-0.7, 0.1, 0.0], [-1.1, -0.3, -1.6], [0.8, 0.3, 1.4], [-2.2, 0.1, 0.0], [0.8, 0.0, 0.0], [-0.3, 0.0, -0.3], [0.4, 0.0, 0.3], [-0.1, 0.0, 0.0], [0.1, -0.1, 0.0]], "total_charge": -2, "gap_ev": 1.60, "total_energy_ha": -2131.2500, "e_lumo_ev": 2.012, "homo_energy_ev": 0.412}

=====

Entry 3:
{"formula": "C4H5NS", "method": "ωB97M-V/def2-TZVPD", "species": ["C", "C", "C", "C", "H", "H", "H", "H", "H", "N", "S"], "xyz": [[-0.0438, -1.3188, 0.1334], [-1.2761, -0.8655, -0.1316], [-1.2895, 0.6309, -0.2504], [-0.0061, 1.0146, -0.0027], [2.8893, 1.1351, 0.9992], [0.4068, -2.2896, -0.1838], [-2.2752, -1.3197, -0.1695], [-2.1180, 1.3208, -0.3244], [0.5169, 2.0622, -0.0852], [0.7575, -0.1495, 0.2736], [2.4381, -0.2205, -0.2585]], "atomic_forces_ev_per_a": [[1.3, 0.7, -1.1], [-3.1, 2.3, -0.3], [1.2, -1.5, 1.2], [1.2, 0.6, -0.4], [-0.6, -3.0, -2.7], [-0.3, 0.9, 1.2], [1.0, -0.6, -0.2], [-0.1, -0.4, -0.2], [-1.1, -2.5, 0.4], [0.9, 0.2, -1.4], [-0.4, 3.2, 3.4]], "e_above_lowest_kcal_mol": 77.2, "total_charge": 0, "gap_ev": 7.90, "total_energy_ha": -608.2277, "e_lumo_ev": -0.819, "homo_energy_ev": -8.714}

=====

Entry 4:
{"formula": "C5H17NO2", "method": "ωB97M-V/def2-TZVPD", "species": ["C", "N", "C", "C", "C", "C", "H", "H", "H", "H", "H", "H", "H", "H", "H", "H", "H", "H", "H", "O", "H", "H", "O", "H", "H"], "xyz": [[-0.3313, 1.2675, -1.9760], [-0.9687, 0.9302, -0.6993], [-0.1871, 1.3924, 0.4781], [0.5241, 0.2559, 1.2598], [0.0535, 0.2058, 2.7083], [2.0370, 0.4160, 1.1413], [-0.9819, 0.8719, -2.7623], [-0.4144, 2.3459, -2.1339], [0.6766, 0.8835, -2.1235], [-0.9517, -0.0829, -0.6829], [0.5794, 2.0636, 0.0779], [-0.8448, 1.9943, 1.0908], [0.2586, -0.6663, 0.7249], [-0.8483, 0.8078, 2.8884], [-0.0981, -0.7957, 3.1119], [0.7957, 0.6539, 3.3620], [2.3077, 0.6124, 0.1066], [2.4404, 1.2039, 1.7684], [2.5956, -0.4923, 1.4003], [0.4956, -2.8073, -2.0323], [-0.3953, -2.4457, -2.1281], [1.0651, -2.1267, -2.4154], [-2.3879, -2.0838, -1.3657], [-2.2860, -2.8292, -0.7652], [-3.1335, -1.5750, -1.0341]], "atomic_forces_ev_per_a": [[-1.4, 0.3, -0.2], [0.8, -0.4, 0.1], [0.3, 0.0, -1.0], [-0.4, 0.4, -0.4], [-0.1, 0.1, 0.7], [0.4, -0.7, -0.2], [0.2, -0.2, 0.0], [0.6, 0.0, 0.1], [0.3, 0.2, 0.1], [-0.4, -0.1, 0.2], [0.0, 0.2, 0.2], [-0.1, 0.0, 0.4], [0.0, 0.0, 0.3], [0.0, -0.4, -0.2], [-0.1, -0.1, -0.2], [0.3, 0.1, 0.1], [0.1, 0.2, -0.1], [-0.1, 0.3, 0.1], [-0.3, 0.0, 0.2], [0.1, 0.3, -0.1], [-0.1, 0.0, 0.0], [-0.1, -0.2, 0.1], [0.2, -0.1, -0.1], [-0.1, 0.0, 0.0], [0.0, 0.1, 0.0]], "e_above_lowest_kcal_mol": 22.5, "total_charge": 0, "gap_ev": 9.44, "total_energy_ha": -405.9065, "e_lumo_ev": 0.634, "smiles": "CNCC(C)C.O.O", "homo_energy_ev": -8.807}